Entry 1:
{"formula": "C46H44F3MnN8OS4", "method": "the ωB97M-V functional and the def2-TZVPD basis", "total_charge": -1, "gap_ha": [0.226, 0.267], "energy_ha": -5336.15239, "de_lowest_kcal_mol": 15.2, "spin_multiplicity": 6, "species": ["Mn", "F", "C", "F", "F", "C", "C", "C", "C", "N", "C", "S", "H", "H", "H", "C", "C", "C", "C", "C", "C", "C", "N", "C", "N", "C", "C", "C", "C", "C", "C", "C", "N", "C", "C", "C", "C", "C", "C", "C", "H", "H", "H", "H", "H", "H", "H", "H", "H", "H", "H", "H", "H", "H", "H", "H", "H", "H", "H", "H", "H", "H", "C", "C", "N", "C", "C", "C", "O", "C", "C", "C", "C", "N", "C", "H", "H", "H", "H", "H", "H", "H", "H", "H", "H", "H", "H", "H", "H", "S", "C", "S", "C", "N", "N", "C", "C", "C", "C", "C", "C", "S", "H", "H", "H", "H", "H"], "coordinates": [[1.6603, -0.5008, -0.6920], [6.2884, -1.6323, 3.0703], [5.8255, -0.5653, 2.3624], [6.4770, -0.5669, 1.2077], [6.2390, 0.5298, 3.0517], [4.3137, -0.6077, 2.2983], [3.7133, -0.7458, 3.5277], [2.3317, -0.8409, 3.6450], [1.6044, -0.7835, 2.4820], [2.1601, -0.6339, 1.2837], [3.5176, -0.5296, 1.1192], [4.1334, -0.3023, -0.4803], [4.3343, -0.7805, 4.4153], [1.8457, -0.9574, 4.6031], [0.5191, -0.8387, 2.4696], [1.3407, 6.6546, -0.9983], [0.1376, 5.8513, -0.5902], [-0.9207, 6.4313, 0.0998], [-2.0294, 5.6900, 0.4856], [-2.0991, 4.3449, 0.1516], [-1.0642, 3.7497, -0.5506], [0.0605, 4.4919, -0.8983], [1.1247, 3.8970, -1.6150], [1.2763, 2.4988, -1.6935], [1.2264, 2.0556, -2.9786], [1.2988, 0.7474, -3.5980], [1.3674, -0.4274, -2.8485], [1.3088, -1.5892, -3.6350], [1.2608, -1.5974, -5.0228], [1.2293, -0.3920, -5.7080], [1.2238, 0.8021, -5.0017], [1.0932, 2.1053, -5.7537], [1.4576, 1.7727, -0.6497], [1.6765, 2.4335, 0.5959], [0.7155, 2.3240, 1.5939], [0.9253, 2.8739, 2.8489], [2.1267, 3.5088, 3.1307], [3.0815, 3.6232, 2.1309], [2.8662, 3.1283, 0.8456], [3.8907, 3.3825, -0.2268], [1.2691, 7.6730, -0.6178], [1.4401, 6.7169, -2.0870], [2.2580, 6.2044, -0.6111], [-0.8658, 7.4867, 0.3445], [-2.8324, 6.1609, 1.0380], [-2.9635, 3.7524, 0.4244], [-1.1275, 2.7044, -0.8352], [1.4639, 4.4226, -2.4047], [0.9740, 2.7829, -3.6218], [1.2798, -2.5593, -3.1440], [1.2376, -2.5355, -5.5663], [1.1898, -0.3724, -6.7919], [1.1043, 1.9205, -6.8274], [1.9112, 2.7993, -5.5336], [0.1476, 2.6109, -5.5265], [-0.1986, 1.7862, 1.3716], [0.1539, 2.7906, 3.6048], [2.3182, 3.9154, 4.1161], [4.0284, 4.1070, 2.3458], [4.8644, 3.5891, 0.2183], [3.6021, 4.2481, -0.8297], [3.9924, 2.5266, -0.8934], [-1.1981, -2.8246, 3.0860], [-0.1126, -3.8906, 3.0453], [-0.5356, -5.1171, 2.3737], [-1.5419, -5.9337, 3.0516], [-2.9039, -5.8721, 2.3733], [0.0571, -5.6630, 1.2827], [-0.2165, -6.7909, 0.8918], [1.0755, -4.8559, 0.5266], [2.2334, -5.4812, 0.0924], [3.1176, -4.7631, -0.6915], [2.8042, -3.4519, -1.0248], [1.6909, -2.8435, -0.6199], [0.8452, -3.5484, 0.1307], [-0.8499, -1.9592, 3.6531], [-2.1002, -3.2001, 3.5724], [-1.4625, -2.4865, 2.0816], [0.1847, -4.1525, 4.0664], [0.7741, -3.5020, 2.5495], [-1.6027, -5.5845, 4.0837], [-1.1921, -6.9658, 3.0544], [-3.2819, -4.8503, 2.3319], [-3.6243, -6.4891, 2.9137], [-2.8235, -6.2503, 1.3549], [2.4069, -6.5193, 0.3471], [4.0355, -5.2034, -1.0558], [3.4560, -2.8687, -1.6643], [-0.0777, -3.0351, 0.3866], [-5.0796, -2.3184, -3.5926], [-4.2062, -1.5690, -2.3807], [-2.4896, -1.7167, -2.3339], [-2.4002, -0.7798, -0.8656], [-3.5620, -0.3625, -0.4705], [-4.5777, -0.8062, -1.3227], [-5.8882, -0.4117, -0.8967], [-7.0422, -0.6815, -1.6251], [-8.2778, -0.2622, -1.1431], [-8.3880, 0.4258, 0.0517], [-7.2328, 0.6939, 0.7744], [-5.9951, 0.2827, 0.3115], [-0.9135, -0.4961, -0.0737], [-6.9823, -1.2150, -2.5563], [-9.1636, -0.4849, -1.7252], [-9.3546, 0.7503, 0.4155], [-7.2907, 1.2293, 1.7141], [-5.0994, 0.4891, 0.8749]]}


Entry 2:
{"formula": "C21H12ClFN4O4", "method": "the ωB97M-V functional and the def2-TZVPD basis", "gap_ha": 0.282, "smiles": "O=C(O)c1ccc(NC(=O)c2nc3ccccc3nc2Oc2ccc(F)cc2Cl)cn1", "energy_ha": -1887.43478, "species": ["O", "O", "F", "Cl", "N", "N", "N", "O", "O", "C", "C", "C", "C", "C", "C", "C", "C", "C", "C", "C", "C", "C", "C", "C", "C", "C", "C", "C", "C", "C", "N", "H", "H", "H", "H", "H", "H", "H", "H", "H", "H", "H", "H"], "coordinates": [[-0.7265, 4.8616, 5.9563], [0.3725, 2.2918, -0.7683], [-5.1479, -1.5633, -0.7935], [-2.7489, 2.5174, -1.9071], [-0.0737, 3.6489, 3.5070], [1.1083, -0.9354, -3.4256], [1.8630, -0.9474, -0.6117], [-1.2219, 2.8718, 6.9521], [-0.5514, 0.6130, -2.9382], [-0.8524, 3.6262, 5.8755], [0.6962, 1.1835, -0.3193], [0.2360, 3.0181, 2.3316], [0.5684, -0.0910, -2.4723], [1.0563, 0.0095, -1.1569], [-0.4972, 2.9399, 4.5784], [-0.5523, 1.4707, 4.4705], [-3.0531, -1.9140, -2.0871], [-3.8551, 0.3515, -1.2805], [-1.9268, -1.3216, -2.6511], [-0.1439, 0.7887, 3.2166], [3.5806, -3.5394, -3.4464], [4.0544, -3.5455, -2.1302], [-3.9768, -1.0970, -1.3568], [-2.7802, 0.8227, -2.0244], [-1.7981, 0.0441, -2.5999], [0.1638, 1.5733, 2.1291], [2.6852, -2.6223, -3.8816], [3.3444, -2.7172, -1.1558], [2.0398, -1.7593, -2.9749], [2.3798, -1.7930, -1.5888], [0.5937, 0.8273, 0.9871], [-1.4420, 3.5050, 7.6778], [0.8036, 3.6140, 1.5840], [-0.9247, 0.8729, 5.3446], [-3.2707, -2.8862, -2.3438], [-4.5758, 1.0195, -0.7545], [-1.2305, -1.8843, -3.2914], [-0.1066, -0.3052, 3.1264], [4.0606, -4.1076, -4.1490], [4.8853, -4.1754, -1.8516], [2.4307, -2.5406, -4.8556], [3.5636, -2.6581, -0.1003], [0.9705, -0.0675, 1.1798]]}